(1)
An isolated molecule of C25H24F2N4O3, computed with ωB97M-V with the def2-TZVPD basis set.

Highest occupied orbital energy = -9.03 eV
Energy above the lowest of the compared OMol25 structures with the same formula, charge and spin = 0.074 eV
SMILES = Cc1ccnc(NC(=O)CCC(=O)N(CC(=O)NCc2ccc(F)cc2)c2cccc(F)c2)c1
Gap between HOMO and LUMO = 0.35125 Eh

Each line ends with the natural charge from an NBO analysis.
Cartesian coordinates (Å):
C  -4.87553  -2.13777  -1.43401  -0.64
C  -4.87896  -1.00531  -0.45786  0.07
C  -6.05531  -0.35576  -0.09616  -0.29
C  -5.98701  0.69727  0.79931  0.06
N  -4.85778  1.12647  1.33234  -0.46
C  -3.73187  0.51131  0.98597  0.38
N  -2.60831  1.06058  1.60504  -0.59
C  -1.31078  0.71601  1.47475  0.71
O  -0.91046  -0.24294  0.83834  -0.67
C  -0.34400  1.66285  2.16867  -0.48
C  -0.09532  2.87426  1.24833  -0.49
C  -0.23994  2.46757  -0.21314  0.70
O  -1.30788  2.55636  -0.78870  -0.63
N  0.87028  1.99569  -0.82602  -0.49
C  0.82081  1.65419  -2.23554  -0.31
C  1.06660  0.16621  -2.50420  0.67
O  1.84246  -0.20600  -3.36067  -0.63
N  0.31773  -0.65950  -1.75516  -0.63
C  0.50215  -2.09811  -1.79716  -0.24
C  1.49162  -2.52484  -0.74333  -0.06
C  1.06400  -2.83058  0.54287  -0.18
C  1.97805  -3.14572  1.53262  -0.29
C  3.32356  -3.14784  1.21460  0.39
F  4.22380  -3.44244  2.18066  -0.33
C  3.77804  -2.84225  -0.05531  -0.29
C  2.85124  -2.52776  -1.03225  -0.18
C  2.13580  1.84190  -0.19740  0.25
C  2.42378  0.69733  0.53606  -0.28
C  3.67234  0.54509  1.11573  -0.17
C  4.64252  1.52007  0.96663  -0.28
C  4.33800  2.64818  0.22560  0.41
F  5.27112  3.60725  0.07607  -0.32
C  3.10068  2.82833  -0.36267  -0.32
C  -3.68871  -0.56064  0.10375  -0.29
H  -4.23084  -2.94228  -1.08603  0.22
H  -5.87943  -2.52569  -1.58600  0.22
H  -4.49031  -1.79334  -2.39367  0.23
H  -7.00453  -0.66506  -0.50511  0.22
H  -6.87636  1.22906  1.11015  0.19
H  -2.84348  1.88789  2.13866  0.42
H  -0.73886  1.99183  3.13008  0.22
H  0.59070  1.12664  2.33548  0.24
H  -0.85532  3.63645  1.42836  0.24
H  0.88941  3.29908  1.44169  0.24
H  -0.17665  1.92487  -2.59578  0.26
H  1.57521  2.22214  -2.78793  0.22
H  -0.21578  -0.30232  -0.97149  0.43
H  0.87727  -2.34458  -2.79310  0.24
H  -0.46700  -2.57468  -1.63546  0.20
H  0.01087  -2.80548  0.77724  0.22
H  1.66237  -3.38472  2.53601  0.23
H  4.83602  -2.85014  -0.26420  0.23
H  3.18190  -2.27021  -2.02663  0.24
H  1.67602  -0.07257  0.64331  0.25
H  3.89178  -0.34417  1.68502  0.23
H  5.62067  1.41664  1.40779  0.23
H  2.89490  3.71997  -0.93417  0.24
H  -2.75130  -1.02879  -0.14199  0.24

Force components x, y, z for each atom (eV/Å):
C 0.01 0.02 -0.04
C -0.10 0.24 0.23
C 0.12 -0.05 -0.03
C -0.13 -0.10 -0.12
N 0.31 0.23 0.23
C -0.32 -0.27 -0.26
N -0.10 0.17 0.24
C 0.07 0.28 0.68
O 0.06 -0.32 -0.19
C 0.03 -0.13 -0.13
C -0.11 0.06 -0.10
C 0.05 0.48 0.30
O -0.28 0.03 0.00
N 0.22 -0.14 -0.42
C -0.05 0.00 -0.38
C -0.22 0.45 0.13
O 0.30 -0.09 -0.30
N -0.37 -0.17 0.14
C 0.16 0.05 -0.05
C -0.10 -0.11 -0.09
C 0.12 -0.02 -0.16
C 0.22 -0.02 0.13
C -0.08 0.06 -0.10
F -0.05 0.01 -0.06
C 0.06 -0.08 0.24
C -0.11 -0.06 0.07
C 0.37 -0.09 0.37
C -0.10 0.04 -0.10
C 0.05 0.10 0.01
C 0.05 0.16 -0.06
C -0.15 -0.10 0.00
F -0.03 -0.04 0.00
C 0.15 -0.01 0.06
C 0.00 -0.01 -0.04
H 0.02 -0.08 -0.02
H -0.03 -0.06 -0.04
H 0.01 -0.04 -0.08
H -0.11 -0.03 -0.03
H -0.12 -0.01 -0.03
H 0.11 -0.11 -0.05
H 0.02 0.00 0.01
H -0.18 -0.03 0.01
H 0.08 -0.03 -0.10
H -0.06 0.01 0.07
H 0.18 -0.05 0.01
H -0.07 -0.14 0.06
H 0.08 0.11 -0.08
H -0.14 -0.05 0.11
H 0.06 -0.02 -0.06
H -0.13 0.00 0.03
H 0.00 -0.04 0.11
H 0.12 -0.01 0.00
H 0.04 0.04 -0.13
H -0.11 -0.08 -0.01
H 0.02 -0.09 0.05
H 0.12 0.01 0.04
H -0.02 0.10 -0.07
H 0.05 -0.02 0.00

(2)
A cluster of 13 separate species, C38H109N15O13 in total, computed with ωB97M-V with the def2-TZVPD basis set.

Highest occupied orbital energy = -8.90 eV
Gap between HOMO and LUMO = 0.33778 Eh

Each line ends with the Löwdin charge.
Cartesian coordinates (Å):
C  -4.13275  1.17195  -1.32996  -0.59
O  -3.68510  0.75200  -2.39901  0.00
N  -3.46826  1.09249  -0.08240  0.15
N  -5.42893  1.72793  -1.19796  0.14
H  -2.48181  0.83939  -0.06661  0.06
H  -3.82759  1.71698  0.63937  0.07
H  -5.53838  2.35806  -0.42175  0.08
H  -5.99462  1.86603  -2.01243  0.10
C  4.94093  0.48295  -1.53699  -0.53
O  4.86105  -0.76949  -1.29791  -0.04
N  3.79005  1.30915  -1.80027  0.16
N  6.17765  1.13922  -1.49490  0.15
H  4.01080  2.29737  -1.65959  0.07
H  2.87416  0.90734  -1.63643  0.06
H  6.92988  0.46613  -1.44730  0.11
H  6.22080  1.99629  -1.99352  0.08
C  -0.45208  -3.37466  -5.82074  -0.60
O  -0.74973  -4.38122  -6.45651  0.00
N  -1.05948  -3.12653  -4.55995  0.16
N  0.51943  -2.42670  -6.25985  0.16
H  -1.86986  -3.69984  -4.36884  0.08
H  -1.05870  -2.15407  -4.33391  0.03
H  0.88421  -2.52693  -7.18594  0.09
H  0.92292  -1.75574  -5.65322  0.03
C  -0.09672  3.55769  4.93222  -0.57
O  -0.03190  3.18100  3.77172  0.01
N  1.08774  3.68967  5.75556  0.12
N  -1.26992  3.88379  5.63187  0.15
H  1.90895  3.23071  5.38400  0.09
H  1.00658  3.59800  6.75995  0.08
H  -1.15244  4.53643  6.38936  0.09
H  -2.16848  3.86945  5.15138  0.08
C  2.93900  -4.06830  -4.53812  -0.06
C  3.79304  -4.91073  -3.61242  -0.44
C  3.49319  -4.80438  -2.11721  -0.06
O  3.57202  -6.37963  -3.80590  -0.09
H  3.11244  -4.30960  -5.60036  0.09
H  3.19214  -3.02752  -4.40680  0.06
H  1.88012  -4.30698  -4.46585  0.07
H  4.86023  -4.70189  -3.79499  0.13
H  4.05135  -5.62923  -1.69080  0.07
H  2.40472  -4.95971  -2.02135  0.08
H  3.78103  -3.85315  -1.63460  0.07
H  3.31181  -6.46233  -4.73703  0.07
C  5.85046  -1.07780  2.07641  -0.06
C  4.80937  -2.18948  2.07091  -0.52
C  4.42866  -2.43930  3.52042  -0.07
O  3.69765  -1.78910  1.31510  -0.06
H  5.94951  -0.72133  1.02876  0.06
H  6.80414  -1.44921  2.45873  0.08
H  5.44100  -0.23550  2.65071  0.09
H  5.24499  -3.12291  1.68954  0.14
H  3.86656  -3.37675  3.63894  0.07
H  3.86839  -1.59059  3.91650  0.08
H  5.34530  -2.65419  4.07292  0.08
H  4.06370  -1.54718  0.45660  0.04
C  -3.33065  4.82080  -1.83528  -0.05
C  -2.23359  5.08700  -0.79943  -0.37
C  -2.64628  4.48706  0.58576  -0.20
O  -3.98002  4.82353  0.95402  -0.23
C  -4.18935  6.19134  1.28163  -0.08
N  -0.90686  4.39598  -1.06089  0.05
H  -2.93391  4.95313  -2.84827  0.07
H  -4.17529  5.52264  -1.74962  0.08
H  -3.67735  3.77054  -1.80696  0.06
H  -2.03368  6.16374  -0.73081  0.13
H  -2.04107  4.89511  1.40117  0.11
H  -2.52949  3.39275  0.59096  0.10
H  -3.42056  6.41064  1.99008  0.08
H  -5.16481  6.35152  1.70775  0.09
H  -4.16660  6.72714  0.36966  0.07
H  -1.06801  3.42073  -1.30154  0.05
H  -0.46014  4.81793  -1.86588  0.06
C  0.19086  -5.32964  2.92152  -0.05
C  -0.25239  -3.96374  2.33092  -0.43
C  -1.72592  -3.72225  2.56718  -0.17
O  -2.04014  -2.37463  2.02449  -0.24
C  -3.45954  -2.12949  2.08753  -0.10
N  0.49129  -2.86486  3.02230  0.05
H  1.27511  -5.32997  2.90313  0.07
H  -0.17759  -6.13392  2.29504  0.07
H  -0.15686  -5.36666  3.94596  0.07
H  -0.06083  -3.98062  1.24881  0.12
H  -1.90928  -3.64801  3.62526  0.12
H  -2.35912  -4.44131  2.04476  0.11
H  -3.63705  -1.11419  1.72237  0.06
H  -3.87616  -2.22992  3.10304  0.09
H  -4.04921  -2.83742  1.47942  0.09
H  1.45280  -2.83918  2.64501  0.06
H  0.04592  -1.98410  2.72707  0.04
C  -1.41957  -6.59277  -3.77016  -0.06
C  -1.83925  -6.82238  -2.32182  -0.43
C  -3.01699  -5.94841  -1.88049  -0.19
O  -2.73504  -4.54761  -2.10948  -0.21
C  -1.87953  -3.99152  -1.11410  -0.09
N  -2.18593  -8.25493  -2.10679  0.02
H  -1.05836  -7.56519  -4.16264  0.08
H  -0.58992  -5.90557  -3.95493  0.06
H  -2.23156  -6.20841  -4.38434  0.08
H  -0.99417  -6.59794  -1.65373  0.13
H  -3.23349  -6.06892  -0.81553  0.11
H  -3.93294  -6.24924  -2.41405  0.13
H  -0.84962  -4.24280  -1.38064  0.08
H  -2.10711  -4.50418  -0.19572  0.06
H  -2.07329  -2.92854  -1.18597  0.09
H  -1.32939  -8.76635  -1.91715  0.06
H  -2.54095  -8.61475  -3.00319  0.07
C  -1.08370  2.30508  -4.46318  -0.06
C  -0.49790  0.87497  -4.64599  -0.38
C  1.04375  1.04275  -4.68434  -0.20
O  1.74954  -0.17755  -4.93015  -0.22
C  3.11222  0.17668  -5.17533  -0.09
N  -0.89045  -0.00772  -3.54911  0.07
H  -0.64429  2.80469  -3.60671  0.05
H  -2.09186  2.25858  -4.04561  0.06
H  -1.10552  2.94748  -5.34480  0.08
H  -0.81174  0.46312  -5.61895  0.14
H  1.41591  1.43985  -3.74804  0.11
H  1.33804  1.82801  -5.40404  0.13
H  3.15727  0.91428  -5.98849  0.09
H  3.61114  -0.75421  -5.45800  0.09
H  3.67319  0.56338  -4.32716  0.06
H  -0.18695  0.03768  -2.80955  0.05
H  -1.77158  0.26267  -3.10489  0.04
C  2.14212  6.66735  -0.52254  -0.05
C  2.32291  5.57679  0.56265  -0.41
C  3.57150  5.76818  1.42865  -0.21
O  4.67313  5.63011  0.59054  -0.17
C  5.14534  4.33469  0.37810  -0.12
N  1.07380  5.46959  1.40513  0.06
H  1.27153  6.38338  -1.13220  0.05
H  3.04611  6.83472  -1.12726  0.08
H  1.80956  7.58366  0.00420  0.08
H  2.47922  4.65643  -0.01084  0.11
H  3.45867  5.04061  2.23251  0.12
H  3.64627  6.71601  1.94797  0.13
H  4.46718  3.65745  -0.13901  0.05
H  5.44408  3.81009  1.28722  0.10
H  6.02406  4.42558  -0.23210  0.08
H  1.14434  4.72292  2.08755  0.03
H  0.29703  5.27190  0.78311  0.02
C  1.77705  1.21448  1.46410  -0.04
C  0.57914  0.86741  0.58881  -0.40
C  0.58486  -0.47619  -0.06854  -0.20
O  1.50161  -0.40267  -1.15517  -0.26
C  1.73708  -1.72914  -1.70513  -0.05
N  -0.66120  0.99657  1.42672  0.07
H  2.71298  1.31631  0.90189  0.07
H  1.76649  0.55623  2.32819  0.08
H  1.49672  2.19753  1.87132  0.05
H  0.50430  1.62885  -0.19455  0.13
H  -0.41398  -0.66411  -0.50494  0.13
H  0.89444  -1.25237  0.64770  0.12
H  2.10432  -2.26470  -0.83840  0.07
H  2.42182  -1.66178  -2.53845  0.07
H  0.75325  -2.06278  -2.02369  0.08
H  -0.73416  0.11329  1.92393  0.06
H  -0.57289  1.72328  2.14087  0.04
C  -6.42265  1.35762  6.34659  -0.05
C  -4.99703  0.77552  6.54211  -0.39
C  -3.92025  1.48838  5.63746  -0.24
O  -4.13384  1.18375  4.29830  -0.17
C  -3.08909  1.70175  3.48539  -0.10
N  -4.54962  1.03124  7.93383  0.01
H  -6.38460  2.44535  6.49462  0.08
H  -7.05387  0.92009  7.13331  0.07
H  -6.82569  1.21610  5.35500  0.07
H  -4.97206  -0.28997  6.32509  0.13
H  -2.91823  1.15614  5.96404  0.12
H  -3.95664  2.56285  5.81826  0.11
H  -3.31086  2.75342  3.19891  0.10
H  -2.92098  1.11379  2.58105  0.05
H  -2.12516  1.66538  3.99291  0.06
H  -5.32637  0.77867  8.54795  0.06
H  -3.78516  0.53030  8.36631  0.07

Force components x, y, z for each atom (eV/Å):
C -0.40 0.00 0.44
O -0.37 0.42 1.33
N -1.01 0.33 -1.66
N 1.76 -0.69 0.34
H -0.28 0.32 0.21
H 0.47 -0.53 -0.23
H -0.36 0.09 -0.10
H 0.18 0.09 -0.22
C -1.55 -1.82 0.76
O 0.14 3.61 -0.76
N 3.54 -0.78 0.26
N -2.14 -1.47 0.32
H -0.83 -0.58 -0.09
H -0.06 -0.07 0.32
H 0.17 0.51 -0.25
H 0.63 0.45 -0.36
C -0.05 0.01 0.41
O 0.50 0.83 0.04
N 1.68 -0.23 -2.05
N -2.09 -1.90 0.48
H 0.09 0.23 0.03
H -0.40 0.68 0.72
H -0.01 -0.26 -0.05
H 0.20 0.65 0.52
C 0.79 0.03 1.35
O -0.24 0.31 0.82
N -1.47 -0.11 -1.08
N 1.04 -0.29 -0.84
H -0.28 0.10 -0.14
H -0.25 -0.01 -0.27
H -0.23 -0.07 0.00
H 0.71 0.11 0.07
C 0.12 -1.05 -0.72
C 0.09 -1.40 0.50
C -0.31 0.65 -0.55
O 0.03 1.65 -0.96
H 0.47 0.08 0.24
H -0.33 0.43 0.14
H -0.21 0.42 0.65
H -0.25 -0.10 -0.02
H -0.13 -0.04 0.50
H 0.42 -0.03 0.32
H -0.06 -0.36 -0.37
H 0.13 -0.25 0.32
C -0.32 0.21 -1.13
C 0.72 0.05 1.10
C -0.28 -1.05 -0.26
O -0.45 -0.24 -0.01
H 0.37 -0.16 0.57
H -0.05 0.32 0.03
H 0.36 -0.17 0.07
H -0.01 0.10 -0.26
H -0.33 0.39 -0.11
H 0.13 -0.11 0.17
H 0.01 0.48 0.18
H -0.25 0.24 -0.49
C 0.24 -0.15 -0.50
C 0.66 -1.56 0.65
C -0.32 1.51 0.12
O -1.03 -1.21 -0.16
C 0.33 -1.63 -0.19
N -1.00 0.79 -0.06
H 0.09 0.12 0.09
H 0.18 -0.43 0.20
H -0.01 0.54 0.21
H 0.03 -0.25 0.10
H 0.65 -0.11 -0.23
H -0.21 0.41 -0.18
H 0.54 1.05 0.46
H -0.37 -0.38 0.32
H 0.42 1.22 -0.77
H -0.11 0.05 0.07
H 0.02 0.00 -0.10
C -0.18 1.46 -0.64
C 0.47 -0.06 0.56
C 0.14 1.94 -1.18
O -0.85 -1.19 0.39
C 0.24 -0.15 0.01
N -0.01 -0.15 -0.97
H 0.20 -0.24 0.11
H -0.14 -0.29 0.16
H -0.02 -0.37 0.22
H -0.05 0.13 0.03
H -0.28 -0.40 0.59
H -0.02 -0.18 0.25
H 0.07 -0.19 0.04
H 0.42 0.17 -0.02
H 0.43 0.13 -0.14
H -0.58 0.05 0.32
H 0.34 -0.49 0.25
C 0.57 -0.22 -0.48
C 0.19 -0.42 0.37
C 0.34 0.63 -0.26
O -0.75 -0.97 -0.23
C -0.15 -0.88 -1.61
N -0.20 0.34 -0.29
H -0.32 0.54 -0.05
H -0.10 0.15 0.43
H -0.20 -0.24 -0.11
H -0.15 -0.08 -0.12
H 0.11 -0.27 0.07
H 0.32 0.39 -0.12
H 0.27 0.36 0.14
H -0.11 0.47 0.89
H 0.23 0.19 0.66
H -0.15 -0.01 -0.07
H 0.13 0.07 0.64
C -0.67 -0.51 0.53
C 0.67 1.09 0.09
C -0.63 -0.21 -0.09
O 0.38 1.29 0.09
C 0.06 -0.98 -0.61
N 0.32 -0.17 0.40
H 0.97 0.28 -0.07
H -0.41 -0.43 -0.64
H 0.25 -0.11 0.04
H -0.04 0.03 0.32
H -0.17 0.12 0.73
H -0.29 -0.45 -0.29
H 0.12 -0.22 0.02
H 0.01 0.17 -0.24
H -0.44 0.20 0.45
H -0.03 -0.07 -0.20
H 0.03 -0.07 -0.44
C -0.78 0.12 1.18
C -1.15 0.37 0.03
C -1.59 -0.31 -0.23
O 0.95 -0.01 0.10
C 0.26 -0.39 0.16
N 1.27 0.71 -0.74
H 0.44 0.01 -0.18
H -0.42 -0.10 0.26
H 0.47 -0.15 -0.36
H 0.11 -0.32 0.19
H 0.68 -0.54 0.12
H -0.19 0.48 -0.28
H -0.51 0.11 -0.10
H -0.05 0.15 0.34
H 0.49 0.08 -0.34
H -0.03 -0.11 -0.12
H 0.00 -0.24 0.06
C -0.69 0.81 -0.25
C -0.73 1.27 0.97
C 0.11 0.22 -0.76
O 0.37 -0.08 -0.37
C -0.85 1.32 1.03
N 0.28 -0.58 -0.65
H -0.04 -0.43 0.39
H 0.66 -0.36 -0.05
H 0.48 -0.03 -0.06
H 0.00 -0.04 -0.15
H 0.11 -0.33 0.45
H -0.20 -0.07 -0.20
H 0.31 -0.85 -0.34
H 0.19 0.03 0.04
H 0.02 -0.65 -0.27
H -0.33 -0.01 0.22
H 0.24 -0.14 -0.31
C 1.10 0.15 0.89
C 1.34 0.94 -0.32
C -0.71 -0.91 1.20
O 0.40 -0.26 -0.87
C -0.13 0.41 -0.13
N -1.57 0.34 0.70
H 0.02 -0.21 0.19
H -0.17 0.14 -0.46
H -0.03 -0.47 -0.19
H -0.14 -0.17 -0.33
H -0.18 -0.04 -0.08
H -0.20 0.33 0.10
H 0.17 -0.38 0.10
H -0.57 -0.10 0.08
H 0.04 0.11 0.28
H 0.09 0.38 -0.13
H 0.41 -0.32 -1.00